(1)
{
  "formula": "C31H39GeO6Re",
  "method": "the ωB97M-V functional and the def2-TZVPD basis",
  "species": ["Re", "Ge", "O", "O", "O", "O", "O", "O", "C", "C", "C", "C", "C", "C", "C", "C", "C", "C", "C", "C", "C", "C", "C", "C", "C", "C", "C", "C", "C", "C", "C", "C", "C", "C", "C", "C", "C", "C", "C", "H", "H", "H", "H", "H", "H", "H", "H", "H", "H", "H", "H", "H", "H", "H", "H", "H", "H", "H", "H", "H", "H", "H", "H", "H", "H", "H", "H", "H", "H", "H", "H", "H", "H", "H", "H", "H", "H", "H"],
  "xyz": [[0.209, 0.305, -0.039], [1.340, -3.855, 2.251], [1.979, -0.012, 0.950], [0.179, 0.658, -2.609], [0.280, -1.619, -1.114], [-1.530, 0.077, 1.894], [-1.952, 0.608, -0.820], [0.348, 2.120, 1.165], [0.138, -1.774, -2.526], [1.167, -2.321, 1.032], [1.748, 2.275, 1.534], [3.120, -4.588, 2.041], [-0.289, -2.507, 4.201], [-0.642, -2.002, 5.446], [-2.832, 0.344, 1.386], [5.702, -5.502, 1.485], [0.636, -0.536, -3.241], [-2.213, 0.479, -2.224], [-1.192, -4.745, 1.112], [2.328, 0.950, 1.942], [-0.037, -5.162, 1.777], [-2.882, -0.154, -0.027], [3.320, -5.714, 1.239], [0.220, -2.158, 6.526], [-2.209, -5.642, 0.807], [-1.039, 1.001, 2.865], [4.604, -6.170, 0.963], [-0.632, 2.302, 2.209], [0.066, -6.507, 2.137], [5.516, -4.379, 2.282], [1.776, -3.325, 5.106], [-0.946, -7.409, 1.833], [-1.099, 1.154, -2.984], [4.234, -3.920, 2.556], [0.929, -3.163, 4.013], [2.296, -1.427, 1.458], [-2.084, -6.978, 1.164], [1.033, -2.686, -0.438], [1.425, -2.823, 6.355], [0.945, -6.859, 2.667], [-2.609, -1.213, -0.079], [-2.872, -7.681, 0.924], [-0.238, 2.993, 2.956], [-0.976, -2.391, 3.366], [3.226, -1.693, 0.944], [2.468, -6.248, 0.831], [3.413, 1.027, 2.003], [1.962, 0.584, 2.901], [-1.088, 2.217, -2.749], [-2.304, -0.577, -2.479], [6.703, -5.855, 1.271], [-1.794, 1.209, 3.628], [0.482, -3.612, -0.624], [-1.309, -3.699, 0.837], [-1.482, 2.776, 1.722], [-0.850, -8.448, 2.122], [6.374, -3.856, 2.686], [2.093, -2.956, 7.197], [-3.101, -5.302, 0.292], [-0.056, -1.775, 7.500], [2.022, -2.748, -0.896], [1.832, 3.002, 2.341], [0.197, -1.885, 1.353], [-3.890, -0.019, -0.422], [-3.159, 0.975, -2.456], [-0.908, -1.986, -2.749], [-3.056, 1.413, 1.405], [-0.198, 0.499, 3.342], [4.099, -3.024, 3.151], [1.722, -0.491, -3.202], [0.320, -0.563, -4.287], [2.232, 2.670, 0.644], [-1.267, 1.033, -4.057], [-1.596, -1.505, 5.582], [2.719, -3.847, 4.991], [4.745, -7.047, 0.342], [-3.581, -0.182, 1.983], [0.728, -2.631, -2.854]],
  "mulliken_charge": [0.956, 1.736, -0.108, -0.373, 0.281, 0.027, -0.410, -0.466, -0.531, 1.228, -0.824, 0.375, -0.303, -0.650, -0.606, -0.483, -0.891, -0.525, 0.066, -0.326, -0.029, -0.563, -0.249, -0.580, -0.788, -0.402, -0.785, -0.581, -0.407, -0.861, -0.531, -0.786, -0.717, -0.219, 0.429, -2.278, -0.493, -0.491, -0.684, 0.496, 0.065, 0.392, 0.506, 0.386, 0.229, 0.396, 0.466, 0.244, 0.311, 0.269, 0.393, 0.541, 0.742, 0.120, 0.287, 0.407, 0.411, 0.417, 0.410, 0.396, 0.529, 0.455, -0.983, 0.601, 0.541, 0.283, 0.353, -0.030, 0.434, 0.323, 0.452, 0.337, 0.432, 0.457, 0.374, 0.415, 0.403, 0.584],
  "homo_lumo_gap_ev": [6.5, 5.9],
  "largest_force_ha_per_bohr": 0.0104,
  "de_lowest_kj_mol": 226.9,
  "total_charge": 1,
  "e_tot_ev": -103697.6356,
  "e_homo_ev": [-8.54, -8.55],
  "s_squared": 3.757,
  "spin_multiplicity": 4
}

(2)
{
  "formula": "C24H34AsF6MoN4O7S4",
  "method": "the ωB97M-V functional and the def2-TZVPD basis",
  "species": ["Mo", "As", "S", "S", "S", "S", "F", "F", "F", "F", "F", "F", "O", "O", "O", "O", "O", "O", "O", "N", "N", "N", "N", "C", "C", "C", "C", "C", "C", "C", "C", "C", "C", "C", "C", "C", "C", "C", "C", "C", "C", "C", "C", "C", "C", "C", "C", "H", "H", "H", "H", "H", "H", "H", "H", "H", "H", "H", "H", "H", "H", "H", "H", "H", "H", "H", "H", "H", "H", "H", "H", "H", "H", "H", "H", "H", "H", "H", "H", "H", "H"],
  "xyz": [[-1.431, 0.017, 0.844], [1.882, 0.446, 0.917], [-1.204, 2.063, 2.162], [-3.955, -2.882, 0.316], [-1.039, -0.975, 3.020], [-4.923, -0.375, 1.116], [-3.535, -1.627, -1.957], [-3.112, -3.749, -1.993], [-5.165, -3.053, -2.018], [-5.799, 1.793, -0.041], [-5.671, 0.093, -1.377], [-7.255, 0.198, 0.093], [-4.368, -4.217, 0.610], [-3.610, 0.190, 0.846], [-2.627, -2.459, 0.675], [-0.777, -0.411, -0.643], [-3.216, 1.469, -2.029], [0.362, -2.896, 0.594], [-5.525, -0.048, 2.365], [-5.094, -1.871, 0.730], [-1.453, 2.606, -1.114], [0.283, 3.793, -0.238], [-2.399, 3.210, -3.214], [0.044, -4.970, -0.477], [-5.970, 0.478, -0.143], [-2.386, 2.354, -2.081], [0.671, 2.640, 4.113], [0.802, -0.247, 4.967], [6.232, 0.172, -2.302], [-0.057, 0.249, 3.825], [4.053, -0.748, -1.858], [-1.535, 4.243, -3.322], [4.438, 1.592, -1.558], [0.588, -3.923, 1.558], [0.917, -5.176, 0.757], [5.758, 1.429, -1.954], [-3.391, 2.918, -4.234], [-0.119, 1.542, 3.456], [-0.630, 3.616, -1.227], [2.158, 0.681, -1.030], [-0.628, 4.501, -2.357], [3.010, -1.114, 1.271], [0.171, -3.468, -0.696], [3.562, 0.508, -1.498], [5.370, -0.916, -2.254], [-3.947, -2.812, -1.526], [3.167, 1.787, 1.580], [1.327, 3.136, 3.390], [0.697, -6.094, 1.302], [-0.321, -4.063, 2.151], [-1.617, 4.846, -4.217], [0.075, 3.304, 0.641], [1.864, -0.063, 4.781], [0.541, 0.239, 5.911], [4.026, -0.985, 0.898], [2.541, -1.987, 0.820], [1.036, -3.228, -1.331], [-4.389, 2.950, -3.801], [4.164, 1.635, 1.165], [0.736, 4.688, -0.164], [6.417, 2.287, -1.992], [1.290, 2.265, 4.929], [0.670, -1.320, 5.096], [3.029, -1.261, 2.352], [7.262, 0.042, -2.612], [2.816, 2.788, 1.320], [1.975, -5.184, 0.479], [1.385, -3.600, 2.230], [-0.994, -5.221, -0.247], [-3.235, 1.917, -4.633], [4.072, 2.577, -1.290], [5.726, -1.902, -2.527], [0.003, 3.406, 4.516], [3.386, -1.602, -1.820], [-3.304, 3.655, -5.030], [1.783, 1.684, -1.239], [-0.716, -3.014, -1.141], [0.067, 5.322, -2.441], [1.471, -0.029, -1.493], [3.211, 1.711, 2.667], [0.358, -5.554, -1.343]],
  "mulliken_charge": [2.561, 0.498, -0.575, 1.240, -0.502, 0.943, -0.141, -0.229, -0.274, -0.212, -0.194, -0.231, -0.705, -0.630, -0.533, -0.906, -0.543, -0.016, -0.669, -0.652, 0.182, -0.040, 0.153, -0.615, 0.520, -0.171, -1.462, -1.742, -0.428, 0.698, -0.099, 0.012, -0.266, -0.427, -0.604, -0.691, -0.905, 0.591, 0.887, -1.084, -1.219, -1.105, 0.045, 0.307, -0.748, 0.630, -1.351, 0.195, 0.376, 0.275, 0.320, -0.295, 0.311, 0.388, 0.490, -0.073, 0.065, 0.280, 0.464, 0.245, 0.370, 0.374, 0.401, 0.366, 0.371, 0.255, 0.288, 0.215, 0.236, 0.270, 0.401, 0.395, 0.315, 0.404, 0.315, 0.231, -0.143, 0.365, 0.432, 0.401, 0.398],
  "homo_lumo_gap_ev": [6.6, 6.6],
  "largest_force_ha_per_bohr": 0.0082,
  "de_lowest_kj_mol": 39.0,
  "total_charge": -1,
  "e_tot_ev": -168076.3771,
  "e_homo_ev": [-4.31, -4.32],
  "s_squared": 2.015,
  "spin_multiplicity": 3
}

(3)
{
  "formula": "C33H27BrN6O4PdS",
  "method": "the ωB97M-V functional and the def2-TZVPD basis",
  "species": ["Pd", "Br", "S", "O", "O", "O", "O", "N", "N", "N", "N", "N", "N", "C", "C", "C", "C", "C", "C", "C", "C", "C", "C", "C", "C", "C", "C", "C", "C", "C", "C", "C", "C", "C", "C", "C", "C", "C", "C", "C", "C", "C", "C", "C", "C", "C", "H", "H", "H", "H", "H", "H", "H", "H", "H", "H", "H", "H", "H", "H", "H", "H", "H", "H", "H", "H", "H", "H", "H", "H", "H", "H", "H"],
  "xyz": [[-0.935, 1.053, -0.882], [7.537, -1.566, -6.961], [-0.574, 0.976, 1.735], [0.198, -0.225, 1.496], [-0.026, 2.197, 1.172], [0.156, 3.490, -1.471], [1.219, 0.985, -1.367], [-2.012, 0.837, 0.952], [4.056, -3.628, -1.357], [-2.427, 2.834, -1.323], [-3.297, -0.540, -0.338], [5.097, -3.789, -1.946], [-0.166, -1.329, -1.324], [-2.466, 1.522, 7.407], [5.637, -3.219, -3.073], [-4.356, -2.515, 0.485], [3.286, -0.056, -1.084], [6.774, -2.245, -5.395], [-0.155, -3.725, -1.448], [4.809, -2.717, -4.107], [-2.717, -0.353, 0.857], [-2.889, -1.266, 1.908], [-3.703, 2.484, -1.522], [-4.109, -1.581, -0.507], [-4.440, 4.721, -1.188], [5.377, -2.242, -5.257], [-1.898, 1.425, 6.024], [-0.678, 4.491, -0.924], [-1.083, 0.354, 5.657], [-2.128, 4.111, -1.086], [1.207, -3.770, -1.306], [-3.708, -2.359, 1.704], [-4.740, 3.393, -1.456], [3.994, -1.222, -1.105], [-1.742, 2.291, 3.771], [1.853, -0.065, -1.204], [1.906, -2.553, -1.193], [-0.612, 0.231, 4.361], [-3.119, 5.083, -1.013], [-0.958, 1.195, 3.427], [7.036, -3.257, -3.244], [1.168, -1.358, -1.214], [3.337, -2.468, -1.209], [-2.202, 2.399, 5.068], [-0.799, -2.480, -1.457], [7.600, -2.745, -4.384], [-0.824, -0.399, 6.390], [-2.379, -1.105, 2.847], [-0.495, 5.438, -1.439], [0.894, 3.339, -0.876], [-2.396, 0.573, 7.934], [-5.759, 3.065, -1.602], [0.007, -0.603, 4.056], [-4.585, -1.664, -1.479], [-5.053, -3.325, 0.321], [-0.472, 4.639, 0.139], [-2.843, 6.112, -0.823], [1.745, -4.709, -1.290], [-5.226, 5.462, -1.130], [-3.889, 1.441, -1.737], [3.732, -2.736, -4.008], [3.781, 0.904, -1.014], [-1.869, -2.439, -1.583], [-0.739, -4.626, -1.574], [-3.849, -3.082, 2.497], [-1.991, 3.030, 3.020], [7.655, -3.651, -2.448], [-1.928, 2.270, 7.993], [8.674, -2.735, -4.503], [4.755, -1.865, -6.056], [-2.816, 3.244, 5.352], [-3.510, 1.833, 7.369], [5.074, -1.211, -1.031]],
  "mulliken_charge": [0.070, -0.031, 2.422, -0.649, -0.698, -0.493, -0.602, -0.332, -0.315, 0.121, 0.244, -0.025, -0.174, -1.435, 0.442, -0.520, -0.638, 0.144, -0.938, 0.006, 0.545, -0.308, -0.092, -0.615, -0.249, -0.660, 0.844, -0.579, -0.697, 0.550, -0.620, -0.757, -0.953, -0.540, -0.714, 0.542, 1.201, -0.308, -0.824, -0.182, -0.442, 0.406, -0.122, -0.809, -0.496, -0.465, 0.388, 0.317, 0.509, 0.319, 0.366, 0.431, 0.482, 0.384, 0.470, 0.273, 0.428, 0.519, 0.437, 0.466, 0.463, 0.527, 0.557, 0.454, 0.460, 0.504, 0.468, 0.312, 0.459, 0.448, 0.415, 0.381, 0.508],
  "homo_lumo_gap_ev": [5.3, 3.5],
  "largest_force_ha_per_bohr": 0.0381,
  "de_lowest_kj_mol": 227.4,
  "total_charge": 2,
  "e_tot_ev": -136127.6133,
  "e_homo_ev": [-12.95, -12.99],
  "s_squared": 6.093,
  "spin_multiplicity": 5
}

(4)
{
  "formula": "C6H12N2",
  "method": "the ωB97M-V functional and the def2-TZVPD basis",
  "species": ["N", "N", "C", "C", "C", "C", "C", "C", "H", "H", "H", "H", "H", "H", "H", "H", "H", "H", "H", "H"],
  "xyz": [[0.463, 0.352, 1.044], [-0.718, 0.989, -0.950], [-0.091, -1.200, -1.718], [1.642, 0.928, 1.814], [-1.925, -1.126, -0.006], [1.813, -0.302, 0.938], [0.032, 1.270, 0.010], [-1.199, -0.402, -1.127], [1.983, 1.913, 1.405], [1.989, -1.210, 1.493], [0.172, 2.371, 0.249], [-2.088, -0.270, -1.875], [0.695, -0.976, -1.003], [-2.536, -0.440, 0.566], [-0.405, -2.237, -1.783], [1.361, 0.994, 2.828], [0.158, -0.944, -2.784], [-2.445, -2.087, -0.082], [-1.193, -1.372, 0.738], [2.471, -0.139, 0.124]],
  "mulliken_charge": [-0.091, -0.534, -0.752, -0.442, -1.360, -0.603, 0.021, 0.411, 0.287, 0.273, 0.277, 0.236, 0.020, 0.364, 0.340, 0.291, 0.258, 0.390, 0.334, 0.280],
  "homo_lumo_gap_ev": 10.2,
  "largest_force_ha_per_bohr": 0.0892,
  "de_lowest_kj_mol": 298.9,
  "total_charge": 0,
  "e_tot_ev": -9393.7514,
  "e_homo_ev": -9.20,
  "smiles": "CC(C)/N=C\\N1CC1"
}